[1]
Here is C5H11NO in the gas phase from the OMol25 dataset. Energies are from ωB97M-V/def2-TZVPD.

Atoms and positions in Å:
1 C 1.02 -0.33 -1.66
2 C 1.13 -0.60 -0.17
3 C -0.10 -0.19 0.69
4 C 0.33 0.57 1.94
5 N -1.10 0.60 -0.02
6 C -2.13 0.04 -0.69
7 O -2.30 -1.16 -0.83
8 H 0.17 -0.86 -2.11
9 H 0.90 0.74 -1.87
10 H 1.93 -0.66 -2.17
11 H 1.31 -1.67 -0.01
12 H 2.02 -0.08 0.22
13 H -0.63 -1.10 0.98
14 H 1.07 -0.01 2.50
15 H 0.81 1.52 1.65
16 H -0.52 0.79 2.59
17 H -1.06 1.61 0.05
18 H -2.83 0.79 -1.10

For the max |F|, the calculation gives 0.32 eV Å⁻¹. For the LUMO energy, the calculation gives 0.91 eV. The value obtained for the energy above the lowest of the compared OMol25 structures with the same formula, charge and spin is 8.1 kcal/mol. The total energy is -327.11848 a.u. The HOMO energy comes out at -9.7453 eV.



[2]
Here is C4H11NO in the gas phase from the OMol25 dataset. Energies are from ωB97M-V/def2-TZVPD.

Atoms and positions in Å:
1 C 0.36 1.64 -0.30
2 O -0.19 2.33 -1.41
3 C 0.00 0.19 -0.38
4 C 0.63 -0.58 0.76
5 C 0.22 -2.04 0.83
6 N -1.45 -0.03 -0.52
7 H 0.03 2.06 0.66
8 H 1.45 1.71 -0.24
9 H -0.71 3.05 -1.06
10 H 0.52 -0.07 -1.32
11 H 0.44 -0.12 1.73
12 H 1.71 -0.53 0.65
13 H 1.01 -2.66 1.26
14 H -0.62 -2.09 1.53
15 H -0.15 -2.48 -0.09
16 H -1.71 0.60 -1.27
17 H -1.55 -0.98 -0.84

For the max |F|, the calculation gives 1.19 eV Å⁻¹. For the LUMO energy, the calculation gives 0.98 eV. The value obtained for the energy above the lowest of the compared OMol25 structures with the same formula, charge and spin is 22.2 kcal/mol. The total energy is -288.98166 a.u. The HOMO energy comes out at -9.3477 eV.



[3]
Here is 2 unconnected molecules or ions with the total composition C4H9O2 from the OMol25 dataset. Energies are from ωB97M-V/def2-TZVPD.

Atoms and positions in Å:
1 C -1.17 -0.73 1.94
2 C 0.31 -0.56 2.49
3 O 0.79 0.59 2.53
4 O 0.86 -1.65 2.73
5 H -1.49 -1.76 2.12
6 H -1.10 -0.57 0.87
7 H -1.78 -0.23 2.70
8 C 1.14 0.40 -1.74
9 C -0.27 0.78 -2.03
10 H 1.54 0.17 -0.76
11 H 1.58 -0.32 -2.44
12 H 1.78 1.27 -1.95
13 H -0.79 1.05 -1.11
14 H -0.46 1.50 -2.82
15 H -0.94 0.06 -2.53

For the max |F|, the calculation gives 3.06 eV Å⁻¹. Its charge is -1. For the LUMO energy, the calculation gives 3.72 eV. The value obtained for the energy above the lowest of the compared OMol25 structures with the same formula, charge and spin is 25.0 kcal/mol. The total energy is -308.30501 a.u. The HOMO energy comes out at -3.5994 eV.



[4]
Here is 13 unconnected molecules or ions with the total composition C6H34NO13 from the OMol25 dataset. Energies are from ωB97M-V/def2-TZVPD.

Atoms and positions in Å:
1 C -1.83 -0.50 -0.66
2 O -2.82 -0.39 0.31
3 C -0.78 -1.55 -0.20
4 C 0.65 -1.01 -0.23
5 C 0.88 -0.04 0.87
6 C 0.94 1.27 0.67
7 C 0.94 -1.70 2.60
8 N 1.05 -0.48 2.21
9 H -2.38 -0.81 -1.55
10 H -1.41 0.49 -0.82
11 H -0.85 -2.45 -0.82
12 H -1.02 -1.84 0.84
13 H 0.86 -0.55 -1.23
14 H 1.39 -1.85 -0.17
15 H 0.81 1.73 -0.32
16 H 1.05 1.98 1.49
17 H 1.04 -1.91 3.68
18 H 0.73 -2.64 2.02
19 H -0.85 -1.64 -2.80
20 H 0.13 -0.88 -3.59
21 O -0.21 -1.76 -3.44
22 H 1.66 0.54 -3.37
23 H 0.43 1.41 -3.05
24 O 0.76 0.70 -3.64
25 H -0.80 3.24 -2.72
26 H -0.65 2.82 -1.21
27 O -0.25 2.68 -2.14
28 H -1.18 1.78 2.77
29 H 0.03 1.21 3.31
30 O -0.47 1.95 3.46
31 H -3.13 1.95 1.97
32 H -2.54 0.50 0.98
33 O -2.31 1.57 1.71
34 H 3.15 1.78 -0.31
35 H 3.18 0.44 0.45
36 O 3.65 0.97 -0.23
37 H -0.79 3.62 0.69
38 H -1.80 2.52 0.73
39 O -1.34 3.26 0.14
40 H -2.96 -1.71 1.19
41 H -3.88 -2.98 1.18
42 O -3.13 -2.63 1.58
43 H 2.86 -1.00 -2.48
44 H 3.38 0.23 -1.79
45 O 3.13 -0.08 -2.66
46 H -0.70 -4.19 0.68
47 H -1.76 -3.68 1.70
48 O -0.98 -4.22 1.62
49 H 0.24 3.33 2.82
50 H 1.29 4.28 3.31
51 O 0.80 4.13 2.58
52 H 2.52 -3.06 -3.03
53 H 1.18 -2.29 -2.75
54 O 2.12 -2.54 -2.36

For the max |F|, the calculation gives 7.86 eV Å⁻¹. Its charge is -1. For the LUMO energy, the calculation gives 2.78 eV. The value obtained for the energy above the lowest of the compared OMol25 structures with the same formula, charge and spin is 0.0 kcal/mol. The total energy is -1281.94237 a.u. The HOMO energy comes out at -6.5203 eV.



[5]
Here is C2H7ISi in the gas phase from the OMol25 dataset. Energies are from ωB97M-V/def2-TZVPD.

Atoms and positions in Å:
1 C 0.61 1.02 1.24
2 C -0.67 -0.20 -1.43
3 Si 0.17 -0.77 0.17
4 I -0.92 -2.58 1.43
5 H 0.85 1.08 2.31
6 H 1.28 1.63 0.74
7 H -0.37 1.61 1.11
8 H -0.94 -1.10 -1.83
9 H -1.45 0.52 -1.47
10 H 0.14 0.29 -1.85
11 H 1.30 -1.49 -0.42

For the max |F|, the calculation gives 3.80 eV Å⁻¹. For the LUMO energy, the calculation gives 0.66 eV. The value obtained for the energy above the lowest of the compared OMol25 structures with the same formula, charge and spin is 19.2 kcal/mol. The total energy is -667.59205 a.u. The HOMO energy comes out at -9.6487 eV.



[6]
Here is 2 unconnected molecules or ions with the total composition C8H14N2O2 from the OMol25 dataset. Energies are from ωB97M-V/def2-TZVPD.

Atoms and positions in Å:
1 C -3.15 0.24 0.42
2 C 0.02 0.07 -0.29
3 C 0.29 2.47 -0.83
4 C 0.61 1.60 1.56
5 C -0.21 -2.25 0.93
6 C 1.20 -2.00 -1.01
7 C 0.78 1.28 0.07
8 C 0.66 -1.27 0.14
9 N -1.29 0.01 -2.30
10 N -0.63 0.18 -1.39
11 O -4.05 0.89 0.23
12 O -2.16 -0.30 0.46
13 H 0.66 2.44 -1.92
14 H 0.55 3.44 -0.56
15 H -0.88 2.47 -0.96
16 H 1.34 2.25 1.85
17 H 0.60 0.66 2.17
18 H -0.37 1.96 1.68
19 H 0.32 -3.18 1.08
20 H -1.08 -2.56 0.36
21 H -0.43 -1.85 1.87
22 H 0.28 -2.30 -1.69
23 H 1.61 -3.02 -0.75
24 H 2.02 -1.55 -1.66
25 H 1.82 1.24 -0.33
26 H 1.49 -0.92 0.87

For the max |F|, the calculation gives 4.14 eV Å⁻¹. For the LUMO energy, the calculation gives 0.63 eV. The value obtained for the energy above the lowest of the compared OMol25 structures with the same formula, charge and spin is 53.8 kcal/mol. The total energy is -573.12244 a.u. The HOMO energy comes out at -7.6210 eV.



[7]
Here is C2H2N4O in the gas phase from the OMol25 dataset. Energies are from ωB97M-V/def2-TZVPD.

Atoms and positions in Å:
1 C 0.55 0.29 -0.76
2 C -0.49 -1.26 0.67
3 H 1.88 1.75 -1.20
4 H -0.59 -2.20 1.06
5 N 1.66 0.65 -1.27
6 N 0.23 -1.07 -0.49
7 N -1.34 -0.28 1.29
8 N -1.39 0.83 0.98
9 O -0.50 1.28 -0.28

For the max |F|, the calculation gives 6.65 eV Å⁻¹. For the LUMO energy, the calculation gives -1.69 eV. The value obtained for the energy above the lowest of the compared OMol25 structures with the same formula, charge and spin is 62.4 kcal/mol. The total energy is -371.52088 a.u. The HOMO energy comes out at -10.2758 eV.



[8]
Here is a molecular structure, C35H30AuN2SSbTe from the OMol25 dataset. Energies are from ωB97M-V/def2-TZVPD.

Atoms and positions in Å:
1 Au -0.88 0.23 -2.46
2 C 2.96 1.55 4.21
3 C 3.38 0.33 3.70
4 C 2.93 -0.12 2.47
5 C 2.05 0.66 1.71
6 C 1.63 1.88 2.23
7 C 2.08 2.33 3.47
8 Sb 1.29 0.04 -0.21
9 C 3.10 0.21 -1.32
10 C 3.07 -0.08 -2.68
11 C 4.21 0.04 -3.46
12 C 5.40 0.47 -2.88
13 C 5.44 0.77 -1.53
14 C 4.30 0.64 -0.75
15 C 1.42 -2.04 0.25
16 C 0.70 -2.53 1.33
17 C 0.76 -3.88 1.67
18 C 1.55 -4.74 0.92
19 C 2.27 -4.26 -0.17
20 C 2.20 -2.91 -0.50
21 H 3.31 1.89 5.17
22 H 4.07 -0.29 4.27
23 H 3.26 -1.08 2.09
24 H 0.92 2.49 1.68
25 H 1.74 3.28 3.86
26 H 2.14 -0.42 -3.14
27 H 4.17 -0.20 -4.52
28 H 6.29 0.56 -3.49
29 H 6.37 1.10 -1.08
30 H 4.34 0.87 0.31
31 H 0.08 -1.87 1.92
32 H 0.20 -4.25 2.51
33 H 1.61 -5.79 1.19
34 H 2.87 -4.93 -0.76
35 H 2.77 -2.55 -1.35
36 C -1.64 -6.03 -0.36
37 C -1.77 -4.54 -0.52
38 C -2.51 -3.76 0.35
39 C -2.55 -2.40 0.09
40 N -1.91 -1.85 -0.93
41 C -1.20 -2.69 -1.72
42 S -0.34 -1.96 -3.06
43 N -1.11 -4.00 -1.55
44 H -2.30 -6.40 0.42
45 H -0.61 -6.27 -0.10
46 H -1.86 -6.53 -1.30
47 H -3.04 -4.19 1.19
48 H -3.12 -1.73 0.73
49 Te -1.32 2.77 -2.42
50 C -1.76 3.17 -0.41
51 C -1.90 2.12 0.51
52 C -2.17 2.41 1.84
53 C -2.31 3.72 2.26
54 C -2.18 4.76 1.35
55 C -1.91 4.48 0.01
56 C 0.74 3.25 -2.30
57 C 1.47 3.22 -3.48
58 C 2.84 3.45 -3.44
59 C 3.47 3.72 -2.24
60 C 2.73 3.76 -1.07
61 C 1.36 3.53 -1.10
62 H -1.77 1.10 0.18
63 H -2.27 1.59 2.55
64 H -2.51 3.94 3.30
65 H -2.28 5.79 1.67
66 H -1.81 5.30 -0.70
67 H 1.00 2.99 -4.43
68 H 3.41 3.40 -4.36
69 H 4.54 3.89 -2.21
70 H 3.22 3.96 -0.12
71 H 0.79 3.55 -0.18

For the max |F|, the calculation gives 0.41 eV Å⁻¹. For the LUMO energy, the calculation gives 0.17 eV. The value obtained for the energy above the lowest of the compared OMol25 structures with the same formula, charge and spin is 2.2 kcal/mol. The total energy is -2503.38641 a.u. The HOMO energy comes out at -7.3913 eV.



[9]
Here is ClH2NO2S2 in the gas phase from the OMol25 dataset. Energies are from ωB97M-V/def2-TZVPD.

Atoms and positions in Å:
1 N 2.09 0.27 0.65
2 O -0.45 -0.59 0.44
3 O -1.25 1.16 -0.95
4 S 1.17 -0.64 -0.17
5 S -1.58 0.53 0.28
6 Cl -3.23 -0.72 -0.15
7 H 2.64 -0.09 1.33
8 H 0.61 0.08 -1.43

For the max |F|, the calculation gives 5.62 eV Å⁻¹. For the LUMO energy, the calculation gives -0.23 eV. The value obtained for the energy above the lowest of the compared OMol25 structures with the same formula, charge and spin is 30.9 kcal/mol. The total energy is -1462.89087 a.u. The HOMO energy comes out at -10.1263 eV.



[10]
Here is 13 unconnected molecules or ions with the total composition C32H82F2N11O20S2 from the OMol25 dataset. Energies are from ωB97M-V/def2-TZVPD.

Atoms and positions in Å:
1 N 0.05 0.33 1.35
2 S 0.52 0.56 -0.03
3 O -0.23 1.56 -0.76
4 O 1.27 -0.51 -0.70
5 F 1.81 1.39 0.43
6 S -0.96 -1.01 1.02
7 O -0.39 -2.34 1.15
8 O -1.90 -0.85 -0.09
9 F -1.95 -0.88 2.29
10 C -1.80 -4.32 8.20
11 C -1.14 -3.09 7.59
12 O -0.35 -2.33 8.12
13 N -1.81 -2.68 6.24
14 H -1.95 -3.53 5.70
15 H -2.76 -2.33 6.31
16 C -0.88 -1.64 5.55
17 H -2.64 -4.18 8.87
18 H -0.98 -4.83 8.71
19 H -2.05 -5.06 7.44
20 H -1.43 -1.26 4.69
21 H 0.03 -2.13 5.22
22 H -0.68 -0.73 6.13
23 C -2.15 -6.93 -0.09
24 C -1.82 -7.07 1.37
25 O -1.70 -8.10 1.98
26 N -1.94 -5.80 2.23
27 H -2.56 -5.13 1.79
28 H -2.44 -5.99 3.09
29 C -0.58 -5.34 2.72
30 H -3.18 -6.63 -0.32
31 H -1.92 -7.89 -0.56
32 H -1.48 -6.30 -0.67
33 H -0.60 -4.28 2.99
34 H 0.22 -5.54 2.01
35 H -0.25 -5.88 3.61
36 C 1.50 2.79 -3.99
37 C 0.85 4.20 -4.24
38 O -0.01 4.73 -3.50
39 N 1.23 4.87 -5.57
40 H 2.23 5.01 -5.59
41 H 0.97 4.17 -6.25
42 C 0.36 6.09 -5.82
43 H 0.99 2.32 -3.14
44 H 2.57 2.98 -3.89
45 H 1.26 2.09 -4.79
46 H 0.44 6.41 -6.86
47 H 0.80 6.83 -5.16
48 H -0.71 5.91 -5.77
49 C 2.39 -2.30 2.20
50 C 3.67 -3.05 2.24
51 O 4.45 -3.06 1.27
52 N 4.02 -3.67 3.61
53 H 3.49 -3.24 4.36
54 H 3.63 -4.59 3.50
55 C 5.53 -3.89 3.86
56 H 2.13 -1.78 3.12
57 H 1.60 -3.05 2.27
58 H 2.40 -1.52 1.43
59 H 5.81 -4.86 3.44
60 H 5.47 -3.85 4.94
61 H 5.99 -2.97 3.49
62 C 2.42 1.88 3.86
63 C 1.04 1.57 4.41
64 O 0.87 1.06 5.51
65 N -0.13 1.96 3.45
66 H -0.17 1.33 2.66
67 H -1.02 1.83 3.92
68 C -0.08 3.38 2.87
69 H 2.47 1.62 2.80
70 H 3.18 1.21 4.29
71 H 2.65 2.94 3.90
72 H 0.85 3.47 2.29
73 H -0.19 3.97 3.78
74 H -0.94 3.52 2.22
75 C -0.55 -3.37 -3.03
76 C -1.25 -2.08 -3.32
77 O -0.82 -1.04 -2.78
78 N -2.74 -2.26 -3.76
79 H -2.93 -1.49 -4.38
80 H -2.82 -3.08 -4.34
81 C -3.78 -2.43 -2.62
82 H 0.07 -3.16 -2.15
83 H 0.06 -3.61 -3.90
84 H -1.12 -4.27 -2.82
85 H -3.53 -1.71 -1.85
86 H -3.61 -3.43 -2.23
87 H -4.78 -2.28 -3.04
88 C -6.16 0.34 0.93
89 C -5.17 1.15 0.09
90 O -4.63 0.68 -0.94
91 N -4.50 2.35 0.83
92 H -5.19 3.10 0.77
93 H -4.50 2.05 1.79
94 C -3.10 2.80 0.43
95 H -6.45 -0.55 0.37
96 H -7.08 0.88 1.16
97 H -5.65 -0.02 1.83
98 H -3.19 3.37 -0.50
99 H -2.61 1.83 0.39
100 H -2.82 3.44 1.27
101 C -2.65 2.22 -2.87
102 C -4.10 2.60 -3.33
103 O -5.00 2.90 -2.61
104 N -4.49 2.51 -4.84
105 H -4.42 1.54 -5.11
106 H -5.49 2.66 -4.86
107 C -3.55 3.35 -5.74
108 H -2.50 1.65 -1.95
109 H -2.05 3.14 -2.90
110 H -2.17 1.57 -3.60
111 H -2.49 3.12 -5.71
112 H -3.63 4.41 -5.48
113 H -3.83 3.27 -6.79
114 C 2.58 4.52 -1.23
115 C 3.55 4.78 -0.18
116 O 4.48 4.07 -0.06
117 N 3.18 5.85 0.81
118 H 2.69 6.57 0.30
119 H 2.45 5.60 1.45
120 C 4.39 6.52 1.40
121 H 1.67 5.12 -1.33
122 H 2.22 3.50 -1.24
123 H 3.10 4.74 -2.17
124 H 4.14 7.34 2.08
125 H 4.95 7.00 0.60
126 H 4.95 5.78 1.97
127 C 4.21 -0.69 -1.18
128 C 4.42 0.75 -1.69
129 O 3.56 1.58 -1.64
130 N 5.71 1.00 -2.41
131 H 5.67 1.97 -2.68
132 H 6.54 1.00 -1.83
133 C 5.76 0.20 -3.71
134 H 5.15 -1.14 -0.87
135 H 3.72 -1.28 -1.95
136 H 3.46 -0.66 -0.39
137 H 4.99 0.62 -4.36
138 H 5.43 -0.83 -3.56
139 H 6.76 0.26 -4.12
140 O -2.95 -3.72 0.25
141 C -4.14 -3.63 0.82
142 O -4.67 -4.65 1.40
143 O -4.72 -2.62 0.71
144 H -2.93 -2.79 0.01
145 O 2.05 -0.10 -3.86
146 C 2.51 -0.94 -4.74
147 O 3.14 -0.50 -5.71
148 O 2.23 -2.13 -4.53
149 H 1.58 -0.84 -3.48

For the max |F|, the calculation gives 10.84 eV Å⁻¹. Its charge is +7. For the LUMO energy, the calculation gives -14.59 eV. The value obtained for the energy above the lowest of the compared OMol25 structures with the same formula, charge and spin is 194.4 kcal/mol. The total energy is -4368.35926 a.u. The HOMO energy comes out at -19.4973 eV.



[11]
Here is 4 unconnected molecules or ions with the total composition C2H14N2O3 from the OMol25 dataset. Energies are from ωB97M-V/def2-TZVPD.

Atoms and positions in Å:
1 N 0.39 2.24 0.28
2 C -0.70 1.30 -0.02
3 C -0.38 0.51 -1.31
4 N -1.42 -0.47 -1.64
5 H 0.90 2.15 1.14
6 H 0.04 3.09 -0.11
7 H -1.59 1.93 -0.29
8 H -1.21 0.66 0.70
9 H -0.32 1.18 -2.17
10 H 0.63 0.14 -1.21
11 H -1.95 -0.33 -2.48
12 H -1.25 -1.38 -1.26
13 H -3.21 -1.39 1.64
14 H -3.13 -0.65 0.25
15 O -3.52 -0.66 1.12
16 H 2.53 -2.09 1.00
17 H 2.40 -3.39 0.37
18 O 2.24 -2.98 1.23
19 H 3.63 0.69 -0.52
20 H 2.29 1.02 -0.29
21 O 3.00 0.54 0.18

For the max |F|, the calculation gives 2.16 eV Å⁻¹. For the LUMO energy, the calculation gives 0.64 eV. The value obtained for the energy above the lowest of the compared OMol25 structures with the same formula, charge and spin is 35.2 kcal/mol. The total energy is -419.78383 a.u. The HOMO energy comes out at -9.0531 eV.



[12]
Here is 16 unconnected molecules or ions with the total composition CH31O18 from the OMol25 dataset. Energies are from ωB97M-V/def2-TZVPD.

Atoms and positions in Å:
1 C -0.21 -0.35 0.69
2 O -0.45 0.55 1.55
3 O 0.43 -0.10 -0.45
4 O -0.39 -1.61 0.95
5 H 0.59 0.85 -0.65
6 O 0.49 1.92 -2.45
7 H 0.98 1.08 -2.67
8 H 0.55 2.44 -3.26
9 O 1.39 2.22 1.06
10 H 0.71 1.57 1.28
11 H 1.07 3.07 0.89
12 O -2.24 2.07 -2.06
13 H -2.73 2.29 -2.86
14 H -1.34 2.05 -2.33
15 O 1.60 -0.73 -3.30
16 H 1.08 -1.29 -2.73
17 H 1.85 -1.34 -4.07
18 O 1.85 4.12 -1.29
19 H 1.31 3.34 -1.44
20 H 2.63 3.94 -1.83
21 O 2.31 -2.05 1.08
22 H 2.86 -2.35 0.36
23 H 1.53 -1.61 0.69
24 O 3.69 1.08 -0.60
25 H 3.01 1.07 -1.27
26 H 4.57 1.29 -1.10
27 O -2.60 -3.41 2.02
28 H -2.14 -2.61 1.84
29 H -3.39 -3.18 2.53
30 O -0.20 -2.73 -1.42
31 H 0.00 -2.43 -0.53
32 H 0.54 -3.25 -1.67
33 O -1.80 -0.65 -2.12
34 H -1.12 -1.08 -1.62
35 H -1.74 0.20 -1.73
36 O -1.86 3.82 0.12
37 H -1.43 3.16 0.63
38 H -2.13 3.40 -0.63
39 O -2.81 -0.48 2.24
40 H -1.94 -0.15 2.08
41 H -3.20 -0.38 1.39
42 O 0.70 -2.72 3.50
43 H 1.63 -2.51 3.34
44 H 0.30 -2.33 2.74
45 O -1.82 2.51 3.37
46 H -2.37 2.33 4.15
47 H -1.65 1.64 2.97
48 O 0.46 -4.58 0.77
49 H 1.32 -4.41 1.07
50 H 0.10 -3.70 0.76

For the max |F|, the calculation gives 4.01 eV Å⁻¹. Its charge is -1. For the LUMO energy, the calculation gives 1.74 eV. The value obtained for the energy above the lowest of the compared OMol25 structures with the same formula, charge and spin is 27.9 kcal/mol. The total energy is -1411.12461 a.u. The HOMO energy comes out at -7.5220 eV.